Record 1
The following is a DFT calculation (wB97M-V/def2-TZVPD) of 13 unconnected molecules or ions with the total composition C26H78N8O18 at a distorted geometry.

The value obtained for the molar mass is 790.9 Da. The charge is 0. The highest occupied orbital energy is -9.221 eV. For the calculated total energy, the calculation gives -77005.0444 eV.

```
130
Properties=species:S:1:pos:R:3:forces:R:3:lowdin_charge:R:1
C 3.065741 -3.236589 0.310546 -0.7983 -1.5779 1.0609 -0.658
O 2.546797 -2.233662 -0.123073 -0.2253 0.8716 -0.6215 0.046
N 4.355185 -3.574196 0.248310 1.7402 0.5321 -0.4733 0.187
N 2.402127 -4.241321 0.972811 0.4909 0.6492 0.3407 0.189
H 4.631881 -4.346633 0.816522 0.4999 -0.0591 0.0507 0.105
H 5.028913 -2.854136 0.091267 0.3466 0.2624 -0.1184 0.098
H 1.490736 -4.416324 0.685189 -2.1651 -0.1530 -0.3537 0.065
H 2.941465 -5.064148 1.123208 -0.0348 -0.5373 0.1264 0.093
C -2.336978 0.266048 -3.458001 0.4158 -0.1853 -1.3086 -0.616
O -2.691120 -0.275795 -4.516084 0.2949 1.0064 1.6657 0.006
N -2.052426 1.652405 -3.317800 -0.4836 -2.1969 1.5344 0.150
N -2.117682 -0.399264 -2.277476 -0.6315 0.4264 -0.3954 0.181
H -1.501642 1.788816 -2.455767 -0.1269 0.6330 -1.0318 0.059
H -1.779969 2.098536 -4.154840 0.2787 0.5003 -0.6964 0.076
H -2.225554 -1.398883 -2.234946 -0.0256 0.0721 -0.1230 0.096
H -1.522736 0.058686 -1.609536 0.0916 -0.3689 0.0981 0.042
C 3.181084 2.154225 0.581467 -0.2556 1.0646 -0.8016 -0.616
O 3.213455 2.215097 1.812210 -0.1788 -0.1649 -1.2329 0.010
N 3.419417 0.993856 -0.129356 -0.3305 0.6524 -0.1522 0.166
N 2.904389 3.292468 -0.251311 0.1487 -1.1440 1.0627 0.153
H 3.405193 0.949926 -1.152870 0.0776 0.1204 0.6830 0.083
H 3.763089 0.208424 0.389120 0.0739 -0.1099 -0.0054 0.082
H 2.339335 4.021806 0.175609 0.4425 -0.3907 0.0948 0.068
H 2.720289 3.162813 -1.242746 -0.0103 -0.3285 0.3597 0.073
C -4.332425 3.691028 -0.986272 -2.0248 -0.4657 -1.4614 -0.624
O -3.277612 3.584178 -0.384922 0.1286 0.0402 -0.0439 0.024
N -5.230061 4.732710 -0.844471 0.5062 -0.0312 0.2013 0.144
N -4.826888 2.779689 -1.912650 0.8911 0.4798 1.0312 0.159
H -4.972632 5.474032 -0.219119 -0.1789 0.0665 -0.0130 0.099
H -6.133932 4.738228 -1.313691 0.7042 0.0553 0.4537 0.104
H -5.677108 2.969874 -2.412277 0.1750 -0.2470 0.0065 0.095
H -4.316365 1.926328 -2.051341 -0.0094 -0.0023 -0.2502 0.075
C -7.366492 -0.297447 0.798645 0.4684 0.6020 0.3667 -0.055
C -5.994646 -0.762163 1.253148 -0.1387 -0.7822 -0.4746 -0.545
C -4.842212 -0.051973 0.601731 -0.1135 -0.2663 -1.0557 -0.054
O -5.881527 -0.618733 2.629224 -0.6464 0.2446 1.0409 -0.047
H -7.484909 -0.546827 -0.260675 -0.1773 0.3152 0.1455 0.081
H -7.457115 0.782567 1.012969 -0.0571 -0.2926 -0.4334 0.085
H -8.126970 -0.788644 1.393952 -0.1715 -0.2419 -0.0232 0.073
H -5.953250 -1.830594 0.974795 0.2089 -0.0036 0.1042 0.138
H -3.935502 -0.361112 1.086461 0.6016 0.1914 0.5270 0.054
H -4.973081 1.025203 0.607995 0.1701 0.1950 0.1679 0.075
H -4.701040 -0.393605 -0.422151 -0.1984 0.1553 -0.3704 0.071
H -5.032481 -0.966123 2.944600 0.0023 -0.0247 0.0252 0.042
C -0.913666 5.403414 1.083740 -0.5322 -0.0118 0.9547 -0.067
C 0.393567 6.127387 1.026431 1.1757 0.9572 1.8843 -0.417
C 0.288930 7.639256 0.665260 0.4739 -1.1459 -0.9820 -0.052
O 1.077849 5.984620 2.365782 0.0350 -0.5333 -2.3390 -0.075
H -0.732024 4.348362 1.262206 -0.0688 0.0656 0.0214 0.046
H -1.513416 5.500382 0.198784 -0.1473 0.0465 -0.6139 0.066
H -1.538319 5.771036 1.925497 0.3714 -0.0669 -0.3604 0.102
H 1.097592 5.589084 0.379937 -0.2332 0.4222 -0.1184 0.113
H -0.326179 8.168499 1.394416 0.0480 0.0340 -0.1055 0.076
H -0.135049 7.726259 -0.354117 -0.2161 0.0172 0.5602 0.080
H 1.285454 8.092376 0.556468 -0.2700 -0.1402 0.5067 0.078
H 0.614597 6.498796 3.006319 -0.6954 0.6236 0.5928 0.050
C 2.383525 -1.351249 3.374708 0.7424 1.0682 -1.7808 -0.061
C 2.267897 -0.729217 4.724577 1.0226 0.0402 0.6417 -0.470
C 3.579430 -0.622776 5.527324 0.5435 -0.0424 0.4687 -0.048
O 1.694422 0.580961 4.664375 -0.2480 -0.1488 -0.5573 -0.057
H 2.652712 -2.384816 3.374066 0.1855 -0.7796 0.2940 0.072
H 3.112152 -0.829455 2.724613 0.0411 -0.0686 0.4048 0.084
H 1.467939 -1.251927 2.801874 -0.5003 -0.1212 0.1656 0.059
H 1.597762 -1.409305 5.224602 -0.6363 0.3339 0.8192 0.132
H 3.465046 0.036448 6.389130 -0.3348 0.3507 -0.2718 0.076
H 4.435502 -0.256322 4.953447 -0.3094 0.2380 -0.2936 0.079
H 3.980506 -1.505093 6.027615 -0.4686 -0.6686 -0.4510 0.071
H 2.205855 1.096672 4.009463 -0.2297 -0.1732 0.2645 0.097
C 4.765579 -2.500242 -4.403991 0.2422 0.1166 -0.5369 -0.053
C 4.989763 -2.310528 -2.918503 1.1980 -0.5840 1.4878 -0.474
C 6.446484 -2.044867 -2.517756 0.5728 0.3567 -0.7009 -0.062
O 4.223944 -1.322186 -2.216779 -0.8778 0.1133 -0.4083 -0.087
H 3.833279 -3.043313 -4.595044 0.3127 -0.0047 -0.0652 0.065
H 5.646198 -3.019232 -4.827795 -0.5562 -0.2650 0.3511 0.088
H 4.722444 -1.594013 -5.009139 -0.1493 0.2888 0.4664 0.078
H 4.827689 -3.271174 -2.402172 -0.4850 0.0102 -0.4217 0.120
H 7.126246 -2.827008 -2.865558 -0.2023 -0.1840 0.0133 0.078
H 6.517544 -2.000042 -1.434842 0.0234 0.0549 0.1425 0.058
H 6.880341 -1.115452 -2.915448 -0.4449 -0.0203 0.0783 0.088
H 3.560456 -1.729283 -1.615319 0.3660 0.1295 -0.3565 0.045
C -0.353498 0.435065 0.473391 0.0854 0.9083 -0.3530 -0.164
C -0.279866 2.020931 0.519412 -0.3208 -1.6685 -0.7481 -0.180
O -0.580428 2.518683 -0.804298 -1.0909 0.3337 0.4318 -0.127
O 0.343549 -0.138599 -0.696739 -0.8407 0.7362 1.5734 -0.109
H -1.404367 0.154963 0.306295 0.2206 0.1762 0.2345 0.094
H -0.072326 0.018661 1.470406 0.1505 0.1302 -0.9341 0.098
H 0.706526 2.384646 0.811252 -0.0654 -0.1533 -0.0902 0.088
H -1.006010 2.364835 1.264798 0.0314 -0.1112 -0.1963 0.115
H -1.522831 2.854993 -0.816317 1.0195 -0.1963 0.3941 0.061
H 1.280281 -0.123418 -0.493075 0.5196 -0.0927 0.0489 0.036
C 1.401510 1.462772 -4.130511 1.9661 1.1618 0.7405 -0.182
C 1.342393 0.073827 -4.631901 -1.3536 -0.8421 -1.2224 -0.278
O 2.472244 -0.717485 -4.492885 1.1467 0.1867 0.4518 -0.069
O 1.858905 1.542863 -2.718980 -2.1626 -0.1316 -0.9719 -0.105
H 0.468997 2.006360 -4.357175 0.2947 -0.2295 0.5305 0.110
H 2.216640 1.974552 -4.656924 -0.2180 0.0314 -0.0888 0.124
H 1.096654 0.129879 -5.720774 0.2035 -0.0365 0.6353 0.146
H 0.534673 -0.485563 -4.184501 -0.8535 0.1204 0.3087 0.091
H 2.807596 -0.633500 -3.577051 0.0650 -0.0781 -0.3700 0.069
H 1.010442 1.476390 -2.215794 0.9142 -0.0160 0.1032 0.058
C -0.951315 -3.233265 2.584705 0.8770 -0.0207 -0.1359 -0.263
C -0.993458 -2.759757 1.134918 0.5988 -1.0077 -0.5904 -0.197
O -1.008574 -3.954127 0.293667 0.2114 0.2317 1.1185 -0.087
O -2.047750 -4.044228 2.897378 -0.9620 -0.3164 -0.3639 -0.060
H -0.890304 -2.388696 3.287667 -0.2569 -0.0761 -0.3731 0.093
H -0.038329 -3.826277 2.786556 0.0074 0.2963 -0.4883 0.119
H -0.113156 -2.169906 0.948886 0.6524 0.1479 -0.2015 0.077
H -1.819792 -2.106989 0.870143 -0.5732 -0.0452 0.3062 0.111
H -0.984047 -3.802231 -0.671558 -0.1826 0.5725 0.1928 0.043
H -2.255882 -4.520464 2.072425 0.0493 0.0445 0.4435 0.098
C 0.856984 -3.668762 -3.696621 -0.2181 0.1613 0.9023 -0.214
C -0.429831 -2.967214 -3.338039 0.0592 -0.1280 -0.1620 -0.225
O -1.201857 -3.781814 -2.457377 -0.0568 0.3284 0.4892 -0.078
O 0.411715 -5.012598 -3.880746 0.9970 -0.3641 -0.4812 -0.066
H 1.566750 -3.558353 -2.856453 -0.0363 -0.3817 -0.2404 0.122
H 1.293336 -3.222128 -4.583882 0.0891 -0.0474 -0.2167 0.113
H -0.971416 -2.813757 -4.261157 -0.4630 0.2034 -0.2171 0.124
H -0.253141 -2.009926 -2.856790 0.0768 -0.0115 0.0602 0.092
H -1.019439 -4.709613 -2.673459 -0.0482 0.2147 -0.2221 0.092
H 1.143054 -5.545483 -4.213558 -0.1711 0.0063 0.0680 0.102
C -2.120165 0.055968 4.691207 -0.5139 1.5096 -1.4088 -0.195
C -2.906893 -1.204751 4.898611 0.9253 -0.8359 0.7349 -0.249
O -3.565476 -1.658050 3.754625 0.1450 -0.2017 -1.5769 -0.077
O -1.114952 -0.099782 3.654377 0.0209 -0.0460 0.6647 -0.109
H -1.647777 0.488431 5.570505 -0.1654 -0.3406 0.3369 0.123
H -2.865834 0.798242 4.310627 0.5940 -0.2172 0.2462 0.130
H -3.628452 -1.153683 5.715420 -0.1624 0.5173 -0.1932 0.133
H -2.229808 -1.980939 5.217539 0.5371 -0.5177 0.2330 0.113
H -2.929450 -2.055231 3.102445 -0.8138 0.3677 1.1726 0.086
H -0.252614 0.229706 3.986733 -0.4524 -0.1441 -0.0373 0.059
```
Positions in Å, forces in eV/Å.

Record 2
The following is a DFT calculation (wB97M-V/def2-TZVPD) of 10 unconnected molecules or ions with the total composition H20O10 at a distorted geometry.

The value obtained for the molar mass is 180.2 Da. The calculation puts the energy above the lowest of the compared OMol25 structures with the same formula, charge and spin at 322.71 kJ/mol. The charge is 0. The highest occupied orbital energy is -11.193 eV. For the calculated total energy, the calculation gives -20799.2680 eV.

```
30
Properties=species:S:1:pos:R:3:forces:R:3:lowdin_charge:R:1
O 1.022903 1.144883 1.194555 0.9968 0.9926 -0.1723 -0.082
H 0.080548 1.247630 1.353577 0.0687 -1.0011 0.0440 0.032
H 1.444455 0.295730 1.440124 -1.3236 0.1534 -0.2339 -0.009
O -0.289358 3.485532 0.882364 -1.2227 -1.0268 -1.0016 -0.053
H 0.299881 3.194336 1.578674 0.5264 1.0884 -0.0231 0.026
H -0.399569 4.404858 0.638860 0.6916 0.1486 0.8814 0.056
O -0.709120 0.235148 -4.033317 0.2802 -0.0377 0.5884 -0.075
H 0.201370 0.539771 -3.915535 -0.0779 -0.0714 -0.4326 0.024
H -1.057821 0.547091 -3.185987 -0.2338 0.1344 -0.1611 0.005
O 1.587481 -1.418670 1.470771 0.6130 -0.5818 0.1983 -0.042
H 2.133855 -1.664214 2.228403 -0.1579 -0.0474 0.0768 0.073
H 1.833914 -2.075329 0.802362 -0.2794 0.1791 -0.0038 0.076
O -2.941985 -2.602470 -2.394137 0.5958 0.0986 0.3542 -0.050
H -2.564084 -3.271521 -1.809454 -0.3730 -0.1812 -0.0546 0.032
H -2.149463 -2.090778 -2.608084 -0.1936 0.1491 -0.3910 0.034
O 0.670495 0.516218 4.391273 0.2611 -0.7722 1.0017 -0.052
H -0.128313 0.976358 4.136870 0.3107 0.2486 -0.6019 0.031
H 1.408758 0.609499 3.785331 -0.5922 0.5739 -0.3582 0.015
O -2.930064 -0.761719 0.275773 -0.5403 -0.2515 -0.3085 -0.064
H -3.718536 -1.200986 0.621568 0.2226 0.0208 0.4155 0.045
H -3.193949 -0.715471 -0.654235 0.4052 0.0960 -0.1139 0.023
O 4.177293 0.460888 -1.777731 -0.3375 -0.1066 0.4868 -0.054
H 3.231329 0.274913 -1.786792 0.0148 0.0045 -0.3399 0.020
H 4.335641 0.516643 -0.826814 0.3113 0.1030 -0.1271 0.033
O -0.750546 -3.363112 0.911834 -0.1228 0.6263 -0.0648 -0.066
H -0.692828 -2.591820 1.498128 0.1719 -0.3305 0.0601 0.029
H -1.237091 -2.965538 0.177990 -0.0444 -0.1729 0.0011 0.005
O 0.005343 2.073555 -1.864655 0.1468 -0.2087 0.2848 -0.057
H -0.416332 2.540421 -1.130906 -0.0534 0.1105 0.0298 0.016
H 0.745794 1.658154 -1.400809 -0.0642 0.0619 -0.0349 0.027
```
Positions in Å, forces in eV/Å.

Record 3
The following is a DFT calculation (wB97M-V/def2-TZVPD) of a gas-phase ion, C8H20N2OS (charge +2) at a distorted geometry.

The value obtained for the molar mass is 192.3 Da. The calculation puts the energy above the lowest of the compared OMol25 structures with the same formula, charge and spin at 0.00 kJ/mol. The charge is +2. The highest occupied orbital energy is -16.718 eV. For the calculated total energy, the calculation gives -24463.7448 eV.

```
32
Properties=species:S:1:pos:R:3:forces:R:3:lowdin_charge:R:1
C 0.716649 -1.091965 1.386634 -2.6604 0.2360 -5.1945 -0.149
C 0.052857 -0.720306 0.099894 5.4598 -2.6907 6.1413 -0.122
C 2.153902 -1.480884 1.559746 -1.6556 1.3933 -1.3871 0.019
C -2.760807 1.815070 -0.143079 -3.5560 0.8305 0.4247 -0.067
C 1.481145 -2.037362 -1.629741 -1.8385 0.5360 -1.4605 0.042
C -1.326455 -0.291657 0.093828 -0.3730 0.3322 -4.4215 -0.140
C -1.376903 1.249264 0.132688 -0.3502 0.2585 -1.2958 -0.321
C -0.407220 1.980714 -0.880672 -3.4802 -2.6974 -0.7080 -0.550
N -0.071824 -0.959937 2.631322 -0.7929 4.7978 0.3796 0.234
N 1.017927 -0.684899 -1.049306 0.7608 0.4015 0.9259 -0.029
O 0.848284 1.868444 -0.483708 2.9378 0.7792 0.3021 -0.042
S -0.593451 1.136690 -2.655577 0.1850 1.5410 0.4100 0.876
H 2.618424 -0.662774 2.090166 0.7862 0.3365 -0.1614 0.108
H 2.247479 -2.332378 2.176876 0.3011 -1.3228 0.2711 0.096
H 2.442333 -1.590255 0.492814 0.9177 -0.1878 1.4309 0.081
H -3.261830 1.438567 -1.061799 1.0383 -0.2387 0.0852 0.092
H -2.880564 2.930486 -0.308556 0.8618 -1.1231 0.5357 0.113
H -3.659292 1.590176 0.559393 2.0438 0.1232 -0.3751 0.125
H 1.694643 -2.782580 -0.894640 -0.2305 -0.1676 0.7369 0.082
H 0.607507 -2.355922 -2.269649 1.0529 0.0665 0.7068 0.131
H 2.364382 -1.968893 -2.264625 -0.1218 0.6694 0.0518 0.113
H -1.787703 -0.645754 -0.884958 0.2757 0.3145 1.0555 0.158
H -1.816111 -0.864957 0.826226 -1.1415 -0.0822 1.1154 0.111
H -0.891031 1.396246 1.073694 -0.2393 1.3155 1.0207 0.127
H -0.751844 2.969121 -1.011869 -0.2886 1.1517 -0.1787 0.110
H -1.088378 -0.716164 2.623197 0.5739 -0.4655 -0.9988 0.185
H 0.306853 -0.021411 2.988835 -0.4869 -1.0793 -0.2152 0.220
H -0.024262 -1.468132 3.475945 1.0000 -2.2906 0.8556 0.164
H 0.506064 -0.059217 -1.756426 -0.1905 -0.9045 -0.6430 -0.031
H 1.778133 0.032489 -0.849325 -0.7302 -1.4862 0.2487 0.184
H 1.330496 2.514909 -1.024999 0.5697 -0.0478 0.5598 0.144
H 0.530597 1.813270 -3.042329 -0.6285 -0.2988 -0.2180 -0.065
```
Positions in Å, forces in eV/Å.